[1]
ORCA calculation (the ωB97M-V functional and the def2-TZVPD basis) on a single C8H6S molecule at a distorted geometry.

Each line ends with the natural charge from an NBO analysis.
Positions of all 15 atoms, in Å:
C 0.7693 -1.3654 -0.3391  0.170
C 1.8785 -1.0403 -0.8875  -0.268
C 1.8909 0.4941 -1.0469  -0.557
S 1.3820 1.4712 0.3094  0.274
C -0.1314 0.6752 0.8205  -0.204
C -1.3758 1.0655 1.1578  -0.205
C -2.2906 -0.0597 1.0599  -0.212
C -1.6370 -0.9522 0.2306  -0.222
C -0.2652 -0.6183 0.1129  -0.141
H 2.9011 -1.4573 -1.0762  0.241
H 2.8382 0.8368 -1.2579  0.231
H 1.2604 0.8226 -1.8545  0.220
H -1.6272 2.0280 1.4939  0.222
H -3.3569 -0.1707 1.3874  0.229
H -2.2364 -1.7296 -0.1104  0.220

Results
**SMILES**: C1=CCSC2=CC=CC=12
**E_HOMO (alpha / beta)**: -7.7 / -7.7 eV
**Calculated total energy**: -706.4454 hartree
**Lowest unoccupied orbital energy (alpha / beta)**: -1.322 / -1.139 eV
**Relative energy (zero: lowest compared OMol25 entry of this formula, charge and spin)**: 39.4 kcal/mol
**Frontier orbital gap (alpha / beta)**: 0.23376 / 0.24100 Ha



[2]
ORCA calculation (the ωB97M-V functional and the def2-TZVPD basis) on 10 unconnected molecules or ions with the total composition C28H78N2O16 at a distorted geometry.

Each line ends with the Löwdin charge.
Positions of all 124 atoms, in Å:
C 8.4595 -0.0545 -6.7215  -0.101
O 7.4975 -1.0655 -6.4265  -0.157
C 6.1535 -0.7085 -6.6185  -0.259
C 5.4765 -0.0575 -5.4615  -0.231
N 4.0355 0.0815 -5.6595  -0.007
C 3.6715 0.6915 -4.4145  -0.239
C 2.1175 0.8445 -4.2715  -0.402
O 1.5205 1.7015 -3.6235  -0.110
C 1.7535 1.6375 -2.1855  -0.009
H 9.0165 -0.2425 -7.6845  0.096
H 9.3015 -0.1775 -6.0845  0.063
H 8.1015 0.9985 -6.6915  0.100
H 5.4865 -1.5325 -6.8885  0.130
H 6.0995 -0.1675 -7.4505  0.078
H 6.0015 0.8405 -5.4505  0.103
H 5.8715 -0.7215 -4.6845  0.115
H 3.5695 -0.8385 -5.6705  0.126
H 4.0975 1.6785 -4.4745  0.113
H 4.0515 0.2775 -3.3445  0.137
H 1.7385 -0.1675 -4.2855  0.112
H 1.7885 1.1845 -5.2615  0.142
H 1.4505 0.5985 -1.9095  0.081
H 0.9615 2.2815 -1.8525  0.073
H 2.7225 2.0575 -1.9345  0.104
C -1.4615 1.0985 6.3945  -0.100
O -0.9685 2.0925 5.5135  -0.176
C -0.5285 1.6585 4.2585  -0.199
C -0.3785 2.9755 3.5055  -0.193
N 0.1515 2.6975 2.2065  -0.056
C 1.5775 2.8495 2.1295  -0.208
C 2.1225 2.6815 0.7205  -0.383
O 3.3435 2.6625 0.3715  -0.137
C 4.1135 1.5495 0.7245  -0.074
H -0.8725 0.1805 6.6785  0.107
H -2.4155 0.7715 5.9715  0.067
H -1.6445 1.5265 7.3245  0.059
H -1.3395 1.0685 3.7715  0.111
H 0.4105 1.1435 4.3335  0.123
H 0.2535 3.6805 3.9875  0.117
H -1.2855 3.5025 3.4035  0.088
H -0.0595 1.7175 1.8015  0.114
H 2.1945 2.2985 2.8445  0.121
H 1.8885 3.8855 2.1325  0.120
H 1.6935 3.4515 0.0515  0.139
H 1.6505 1.7515 0.3185  0.092
H 3.7085 0.6555 0.2645  0.065
H 4.2385 1.3875 1.7665  0.080
H 5.1335 1.6145 0.2355  0.116
O -0.2635 -4.5325 1.2385  -0.027
C -1.6135 -4.2915 1.3825  -0.279
C -2.2635 -4.3375 0.0565  -0.278
O -1.6135 -3.4975 -0.8205  -0.040
H 0.0405 -3.9945 0.5185  0.057
H -2.0295 -5.1175 1.8815  0.113
H -1.8155 -3.4725 1.9875  0.082
H -3.3805 -4.1765 0.1415  0.113
H -2.3005 -5.4315 -0.1735  0.135
H -2.1095 -3.5135 -1.6705  0.125
O -3.9125 3.4045 2.9855  -0.062
C -4.2805 1.9995 2.8965  -0.261
C -5.0885 1.6265 3.9965  -0.253
O -5.1365 0.2275 4.0195  -0.048
H -3.6875 3.7955 2.1185  0.057
H -4.8325 1.7515 1.9795  0.125
H -3.3165 1.4435 2.9375  0.115
H -6.1195 1.9875 3.9585  0.145
H -4.5045 1.9565 4.8735  0.139
H -5.8275 -0.0735 4.5625  0.082
O -0.0375 -1.6815 -2.8285  -0.028
C -1.1815 -0.9395 -2.8665  -0.336
C -1.4925 -0.1775 -1.7085  -0.234
O -2.7065 0.5735 -1.9685  -0.060
H 0.6115 -1.1305 -2.3535  0.057
H -1.1145 -0.2155 -3.7125  0.140
H -2.0665 -1.4925 -3.1525  0.131
H -0.6425 0.4805 -1.2865  0.133
H -1.6695 -0.9415 -0.9035  0.110
H -2.6815 1.4035 -1.4825  0.037
O -4.6115 3.7395 0.2035  -0.078
C -3.3775 3.7335 -0.4005  -0.256
C -2.4835 2.6915 0.1995  -0.237
O -1.3865 2.6715 -0.6745  -0.035
H -5.3215 3.6945 -0.4995  0.140
H -3.5725 3.4085 -1.4735  0.156
H -3.0595 4.7155 -0.2385  0.116
H -2.9735 1.6675 0.3675  0.150
H -2.1525 3.0355 1.1715  0.096
H -0.7525 3.2615 -0.4865  0.026
C -5.1565 -2.3565 0.8095  -0.065
C -4.2875 -1.1995 0.4085  -0.421
O -4.6785 -0.8455 -0.8085  -0.029
H -5.0765 -3.1095 -0.0085  0.083
H -6.1085 -1.9515 1.1035  0.076
H -4.8015 -2.8705 1.7215  0.056
H -3.2565 -1.4625 0.4525  0.082
H -4.4355 -0.4155 1.1635  0.096
H -3.9325 -0.3185 -1.1295  0.036
C -3.8865 -2.8945 4.3375  -0.100
C -2.7635 -2.0065 4.3165  -0.324
O -2.8535 -1.1815 3.1905  -0.088
H -4.8615 -2.4865 3.9755  0.101
H -3.9635 -3.4015 5.2495  0.070
H -3.7155 -3.7255 3.7345  0.048
H -1.8075 -2.5405 4.4505  0.137
H -2.8855 -1.2725 5.1335  0.103
H -3.6055 -0.6545 3.3245  -0.003
C 5.3415 -1.9405 -2.1185  -0.086
C 4.0335 -2.3145 -2.6215  -0.356
O 2.9555 -2.1165 -1.7255  -0.100
H 5.5675 -2.3065 -1.0625  0.112
H 5.1825 -0.8855 -1.8575  0.063
H 6.1125 -1.9885 -2.8745  0.072
H 3.9325 -3.4095 -2.9055  0.144
H 3.6165 -1.7415 -3.3745  0.060
H 2.7325 -2.9595 -1.2785  0.101
C 1.6435 -0.7845 0.9815  -0.098
C 0.3715 -1.1355 1.5825  -0.309
O -0.4945 -0.0515 1.3955  -0.096
H 1.6475 -0.3315 0.0065  0.046
H 2.1975 -1.6885 0.7315  0.084
H 2.1995 -0.1625 1.6425  0.062
H 0.5845 -1.3245 2.7265  0.160
H 0.0955 -2.0885 1.1925  0.077
H -1.3815 -0.3755 1.7025  0.087

Results
**SMILES**: COCCNCCOC.COCCNCCOC.OCCO.OCCO.OCCO.OCCO.CCO.CCO.CCO.CCO
**E_HOMO**: -8.6 eV
**Calculated total energy**: -2426.4651 hartree
**Lowest unoccupied orbital energy**: 0.406 eV
**Relative energy (zero: lowest compared OMol25 entry of this formula, charge and spin)**: 35.3 kcal/mol
**Frontier orbital gap**: 0.32924 Ha



[3]
ORCA calculation (the ωB97M-V functional and the def2-TZVPD basis) on a molecular structure, C20H21ClN5O4Pt.

Each line ends with the natural charge from an NBO analysis.
Positions of all 52 atoms, in Å:
Pt -0.2007 -0.4475 0.1635  1.234
O 4.1074 -0.8902 4.1265  -0.624
C 4.6666 -0.8761 2.9419  0.776
O 5.8409 -0.7838 2.7492  -0.512
C 3.7422 -0.9403 1.7259  -0.222
C 4.1849 -1.0786 0.4358  0.182
Cl 5.7655 -1.3282 -0.0484  0.254
N 3.0627 -1.0626 -0.4256  -0.191
N 1.9356 -0.8781 0.3555  -0.389
C 2.3385 -0.8405 1.6077  0.162
C 1.2749 -0.7006 2.6862  0.754
O 1.5920 -0.8073 3.8448  -0.529
O 0.0792 -0.4722 2.2451  -0.692
C 2.9569 -1.3013 -1.7737  0.370
C 4.0925 -1.2686 -2.6477  -0.182
C 3.9386 -1.5038 -3.9828  -0.173
C 2.6725 -1.8157 -4.5114  0.040
C 1.5437 -1.8723 -3.6561  -0.151
C 1.6783 -1.6239 -2.3262  -0.224
H 3.1273 -0.9557 4.1179  0.505
H 5.0740 -1.0502 -2.2683  0.272
H 4.8005 -1.4604 -4.6348  0.278
H 2.5632 -2.0332 -5.5667  0.266
H 0.5791 -2.1448 -4.0620  0.265
H 0.8184 -1.7486 -1.6849  0.222
C 1.2884 5.0881 1.0977  -0.423
N 0.4199 3.9279 0.7949  -0.294
C -0.9018 3.8914 0.8089  0.183
C -1.2715 2.5315 0.4755  0.167
N -0.1636 1.8192 0.2697  -0.519
C 0.8568 2.6646 0.4688  0.393
H 0.6603 5.9663 1.2145  0.267
H 1.9826 5.2387 0.2742  0.260
H 1.8296 4.8953 2.0219  0.266
H -1.5232 4.7478 1.0349  0.292
H -2.2654 2.1142 0.4061  0.270
H 1.9050 2.4126 0.3946  0.257
C -5.4214 0.3255 0.5496  -0.593
C -4.8107 -1.0116 0.0802  -0.183
C -5.1146 -2.1356 1.0830  -0.592
C -5.3197 -1.3707 -1.3288  -0.590
C -3.3616 -0.8231 0.0102  0.624
N -2.2191 -0.7062 -0.0396  -0.606
H -6.5006 0.1950 0.6154  0.262
H -5.2233 1.1254 -0.1653  0.214
H -5.0579 0.6075 1.5382  0.223
H -6.1948 -2.2713 1.1115  0.255
H -4.7733 -1.8867 2.0875  0.232
H -4.6578 -3.0777 0.7822  0.234
H -6.4040 -1.4579 -1.2756  0.255
H -4.9202 -2.3269 -1.6643  0.233
H -5.0728 -0.5988 -2.0573  0.223

Results
**E_HOMO (alpha / beta)**: -17.7 / -17.7 eV
**Calculated total energy**: -1927.8016 hartree
**Lowest unoccupied orbital energy (alpha / beta)**: -9.627 / -13.543 eV
**Relative energy (zero: lowest compared OMol25 entry of this formula, charge and spin)**: 0.0 kcal/mol
**Spin multiplicity**: 5
**Frontier orbital gap (alpha / beta)**: 0.29498 / 0.15145 Ha
**Total charge**: +3



Q: Among the records above, which one has the highest relative energy (zero: lowest compared OMol25 entry of this formula, charge and spin)?
A: C8H6S